Formula: C4H2ClN
Source: OMol25
Level of theory: ωB97M-V/def2-TZVPD

Computed properties:
- LUMO level: -2.04 eV
- Strongest force on any atom: 0.0573 Eh/bohr
- E_tot: -18187.087 eV
- Orbital gap: 8.18 eV
- Relative energy (zero: lowest compared OMol25 entry of this formula, charge and spin): 3.336 eV
- E_HOMO: -10.225 eV
- 2S+1: 1

Each line ends with the natural charge from an NBO analysis.
Element x y z (Å)
C -3.47340 1.59670 0.35694  0.19
C -2.44542 1.14442 -0.23442  -0.43
C -0.61321 -0.59889 0.03447  0.22
C -1.15342 0.90087 -0.29005  -0.02
N 0.59219 -0.84554 0.17090  -0.60
Cl -1.91942 -1.72367 -0.03745  0.01
H -0.31423 1.66232 -0.54932  0.25
H 1.04060 -1.72990 0.28768  0.39

Atomic forces in eV per Å
C -0.729 0.149 0.105
C 0.735 0.477 -0.026
C -0.497 1.757 -0.995
C 2.594 -1.374 0.225
N 0.330 1.861 -0.150
Cl -0.242 -0.642 0.196
H -1.624 -1.396 0.489
H -0.567 -0.831 0.156